1 | This record from the OMol25 dataset describes a 2-piece molecular cluster, C4H6S2 overall. The level of theory is ωB97M-V/def2-TZVPD.

ORCA input file:
```
! RIJCOSX wB97M-V def2-TZVPD def2/J DEFGRID3
* xyz 0 1
C -1.24564 0.55331 -1.50202
C -1.32880 -0.45092 -2.34795
C -1.49303 1.25178 -0.29826
C 1.49201 -0.71834 1.92441
S -0.47954 2.15119 -1.39017
S -0.03008 0.25871 1.51580
H -0.81923 -0.45667 -3.29666
H -1.93031 -1.30991 -2.09812
H 2.11599 -0.83039 1.04804
H 1.12994 -1.68334 2.26395
H 2.01515 -0.20965 2.72597
H 0.57354 1.44423 1.45502
*
```

Molecular weight ... 118.23 u
LUMO energy ... -0.79 eV

These are the Löwdin partial charges, in e, on atoms 1 to 2: -0.738 0.001

=====

2 | This record from the OMol25 dataset describes the molecule C4H6S2. The level of theory is ωB97M-V/def2-TZVPD.

ORCA input file:
```
! RIJCOSX wB97M-V def2-TZVPD def2/J DEFGRID3
* xyz 0 1
S 3.34953 -0.60891 0.06548
C 1.82592 -0.19674 -0.39935
C 0.64499 -0.11257 0.33543
C -0.52039 0.81348 -0.20714
C -1.63629 -0.35190 0.14042
S -0.31362 -1.71871 -0.15519
H 1.46462 0.19255 -1.53289
H 0.94878 -0.02926 1.37542
H -0.81368 1.55793 0.67499
H -0.61778 1.22416 -1.22390
H -1.73442 -0.57513 1.32355
H -2.59767 -0.19490 -0.39683
*
```

Molecular weight ... 118.23 u
SMILES ... S=C[C@H]1CCS1
LUMO energy ... -0.57 eV

These are the Löwdin partial charges, in e, on atoms 1 to 2: 0.656 -0.807

=====

3 | This record from the OMol25 dataset describes the molecule C4H6S2. The level of theory is ωB97M-V/def2-TZVPD.

ORCA input file:
```
! RIJCOSX wB97M-V def2-TZVPD def2/J DEFGRID3
* xyz 0 1
C -1.05860 -1.29568 1.37064
C -1.06769 -0.45882 0.37220
C -2.26598 0.17514 -0.34304
C 0.29906 0.00621 -0.16817
S 0.93138 -0.52539 -1.55780
S 1.15712 1.21685 0.82794
H -0.14880 -1.64005 1.83667
H -1.98255 -1.68466 1.87218
H -2.44716 1.16259 0.07627
H -2.08274 0.27765 -1.42308
H -3.13976 -0.43335 -0.10423
H 0.94420 0.69348 2.03017
*
```

Molecular weight ... 118.23 u
SMILES ... C=C(C)C(=S)S
LUMO energy ... -0.42 eV

These are the Löwdin partial charges, in e, on atoms 1 to 2: 0.010 -0.471

=====

Which structure loses on stability? 1 does.

=====

1 | This record from the OMol25 dataset describes an isolated ion of composition C4H10NO2 and charge +1. The level of theory is ωB97M-V/def2-TZVPD.

ORCA input file:
```
! RIJCOSX wB97M-V def2-TZVPD def2/J DEFGRID3
* xyz 1 1
C -2.98187 -0.16309 0.33178
C -1.44273 0.29794 -0.09328
O -1.07397 1.65300 -0.10635
C -0.31644 -0.60467 -0.25013
N 0.91553 -0.07475 0.49642
C 2.23644 -0.41213 -0.00682
O 3.02409 0.68814 0.16696
H -3.62504 0.69261 0.47479
H -3.07912 -1.17387 0.28252
H -2.01097 1.93201 0.02849
H -0.00087 -0.65626 -1.24394
H -0.47469 -1.56050 0.14652
H 0.77509 -0.27182 1.46407
H 0.99556 0.96102 0.38750
H 2.64813 -1.12838 0.65145
H 2.13023 -0.77956 -1.07692
H 3.59949 1.05441 -0.38870
*
```

Molecular weight ... 104.13 u
SMILES ... C=C(O)C[NH2+]CO
LUMO energy ... -3.55 eV

These are the Löwdin partial charges, in e, on atoms 1 to 2: 0.183 -0.248

=====

2 | This record from the OMol25 dataset describes C4H10NO2 as an isolated structure. The level of theory is ωB97M-V/def2-TZVPD.

ORCA input file:
```
! RIJCOSX wB97M-V def2-TZVPD def2/J DEFGRID3
* xyz 1 1
C -0.40081 0.45216 -1.70679
C -0.43242 0.18104 -0.29142
C -0.23176 -2.13940 0.59870
C 1.46304 1.95103 0.78877
N -1.10452 -0.98171 0.27572
O -1.29439 1.07463 -0.75720
O 1.07682 0.62534 0.78721
H 0.27091 1.03529 -2.29273
H -0.99465 -0.08087 -2.40025
H 0.31962 -2.49180 -0.38403
H 0.57472 -1.92348 1.45987
H -0.73763 -2.95935 1.01652
H 1.83784 2.31120 1.73177
H 0.67270 2.79061 0.45761
H 2.35350 1.99248 0.01190
H -1.59241 -0.62555 1.10623
H -1.78056 -1.21162 -0.40189
*
```

Molecular weight ... 104.13 u
LUMO energy ... -4.18 eV

These are the Löwdin partial charges, in e, on atoms 1 to 2: 0.042 -0.292

=====

Which structure loses on stability? 2 does.

=====

1 | This record from the OMol25 dataset describes C7H11N2 as an isolated structure. The level of theory is ωB97M-V/def2-TZVPD.

ORCA input file:
```
! RIJCOSX wB97M-V def2-TZVPD def2/J DEFGRID3
* xyz 1 1
C -0.26075 0.02060 0.37231
C -0.77185 1.31501 0.14867
C -0.11703 1.88671 -0.92712
C -0.37762 -1.02309 1.18102
C -1.24976 -0.91356 2.43577
C 0.31544 -2.34715 0.96625
C 1.39745 1.38955 -2.78006
N 0.82647 -0.08571 -1.11050
N 0.64797 1.01293 -1.61082
H -1.51032 1.75925 0.75056
H -0.27851 2.91164 -1.25590
H -1.33708 -1.77902 3.02293
H -2.13068 -0.48546 1.96795
H -0.86347 -0.27092 3.18977
H -0.22968 -3.07551 1.58305
H 1.34053 -2.13211 1.36588
H 0.18128 -2.45951 -0.18695
H 0.59975 1.48515 -3.51948
H 1.91237 2.29901 -2.59787
H 1.90550 0.49219 -2.99545
*
```

Molecular weight ... 123.18 u
LUMO energy ... -5.41 eV

These are the Löwdin partial charges, in e, on atoms 1 to 2: -0.041 0.043

=====

2 | This record from the OMol25 dataset describes an isolated ion of composition C7H11N2 and charge +1. The level of theory is ωB97M-V/def2-TZVPD.

ORCA input file:
```
! RIJCOSX wB97M-V def2-TZVPD def2/J DEFGRID3
* xyz 1 1
C 2.63471 1.45991 0.73418
C 2.20585 0.65513 -0.16194
C -1.99635 0.72117 -1.01003
C -0.85125 1.27340 -0.21613
C -0.22422 0.05402 0.27070
C -1.02780 -2.21814 0.53031
C 1.26233 -0.13662 -0.79266
N -2.08367 -0.56742 -0.91023
N -1.09707 -0.99727 -0.11691
H 3.64842 1.98671 0.80398
H -2.77485 1.25281 -1.45807
H -0.34386 2.08736 -0.75581
H -1.30444 1.81869 0.64174
H 2.08121 1.42517 1.65286
H 0.03923 0.06828 1.27709
H -0.06531 -2.18798 1.08281
H -1.78992 -2.39859 1.23756
H -1.11449 -3.07135 -0.17691
H 1.63626 -1.22048 -0.73763
H 1.16521 -0.00480 -1.89490
*
```

Molecular weight ... 123.18 u
LUMO energy (alpha / beta) ... -5.86 / -5.87 eV

These are the Löwdin partial charges, in e, on atoms 1 to 2: 0.091 -0.006

=====

3 | This record from the OMol25 dataset describes an isolated ion of composition C7H11N2 and charge +1. The level of theory is ωB97M-V/def2-TZVPD.

ORCA input file:
```
! RIJCOSX wB97M-V def2-TZVPD def2/J DEFGRID3
* xyz 1 1
C -0.20110 -0.02942 1.15053
C -0.59341 -0.64587 2.29268
C -0.88601 1.37860 -1.12669
C -0.14018 -0.76907 -0.21989
C 0.04063 1.95519 -0.06964
C 1.13978 1.14233 -0.74922
C 0.78627 -1.94797 -0.23691
N 0.20366 1.22126 1.07162
N 0.08556 0.31571 -1.22361
H -0.81091 -0.02112 3.20619
H -0.97949 -1.68223 2.41358
H -1.92308 0.96505 -0.69207
H -0.94304 1.93519 -2.06181
H -1.13629 -1.29516 -0.50750
H 0.03278 3.04394 0.07811
H 2.19850 1.11326 -0.79568
H 0.60169 -2.62509 -1.05224
H 0.45019 -2.20956 0.82116
H 1.83047 -1.74451 -0.21144
H 0.24399 -0.10054 -2.08718
*
```

Molecular weight ... 123.18 u
LUMO energy (alpha / beta) ... -4.98 / -4.78 eV

These are the Löwdin partial charges, in e, on atoms 1 to 2: -0.356 0.130

=====

Which structure loses on stability? 3 does.

=====

1 | This record from the OMol25 dataset describes H24HeO12 as an isolated structure. The level of theory is ωB97M-V/def2-TZVPD.

ORCA input file:
```
! RIJCOSX wB97M-V def2-TZVPD def2/J DEFGRID3
* xyz 0 1
He 2.43759 -16.48682 0.09766
O 2.93680 -20.01477 -0.39525
H 3.34190 -19.60517 -1.15968
H 2.78974 -19.29187 0.21468
O 0.66961 -14.75980 -2.29108
H 0.84402 -13.93466 -2.74380
H 1.51058 -15.21697 -2.29292
O 2.32976 -12.53373 -0.03410
H 1.61800 -13.17344 -0.01435
H 2.12142 -11.92106 0.67121
O 1.37856 -18.81801 1.67885
H 1.82676 -18.04184 2.01487
H 1.56002 -19.49912 2.32646
O 4.68309 -17.75510 -2.58170
H 5.27067 -18.04640 -3.27893
H 5.26525 -17.39989 -1.91003
O 3.16487 -16.94186 3.08436
H 3.69637 -17.43950 2.46300
H 3.28910 -17.39132 3.92029
O 3.88912 -15.11361 -3.20625
H 4.09824 -16.01689 -2.96837
H 3.83144 -15.12425 -4.16165
O 1.29213 -14.46791 2.18588
H 1.96550 -15.03198 2.56620
H 0.79357 -15.04552 1.60792
O -0.64197 -18.53842 -0.75621
H 0.03197 -18.83158 -0.14294
H -0.42447 -18.97632 -1.57912
O 5.01768 -13.43571 0.23217
H 4.13175 -13.41458 -0.12964
H 4.89490 -13.65971 1.15465
O 6.19919 -15.86370 -0.47784
H 6.75048 -15.50393 -1.17273
H 5.87804 -15.09612 -0.00464
O -0.24414 -15.92685 0.34758
H -0.46339 -16.75896 -0.07164
H -0.23488 -15.29223 -0.36895
*
```

Molecular weight ... 220.18 u
LUMO energy ... -0.02 eV

These are the Löwdin partial charges, in e, on atoms 1 to 2: 0.143 -0.059

=====

2 | This record from the OMol25 dataset describes H24HeO12 as an isolated structure. The level of theory is ωB97M-V/def2-TZVPD.

ORCA input file:
```
! RIJCOSX wB97M-V def2-TZVPD def2/J DEFGRID3
* xyz 0 1
He 0.22777 -0.23575 -0.01109
O 0.84766 -2.10753 -1.80903
H 0.46048 -1.31331 -2.17718
H 1.42956 -1.79248 -1.11739
O 0.34321 0.78885 2.58077
H 0.56946 1.70831 2.72089
H 0.36466 0.40044 3.45536
O -2.00221 2.65713 0.24943
H -1.32762 2.42275 -0.38794
H -2.59885 3.22999 -0.23232
O -1.68733 -2.18579 -0.20384
H -0.79317 -2.29965 -0.52594
H -2.07697 -1.54512 -0.79878
O -2.31422 -0.25948 -2.24655
H -1.45532 -0.03058 -2.60171
H -2.71915 -0.79824 -2.92626
O -3.59878 0.94217 1.66867
H -2.90696 1.52877 1.36286
H -3.13729 0.26216 2.15944
O 0.35363 2.10927 -1.29373
H 0.88251 1.66149 -0.63341
H 0.89656 2.84463 -1.57781
O 2.03921 -2.44040 2.26164
H 2.25693 -2.27196 1.34487
H 2.52326 -1.77418 2.74958
O 2.91383 -1.49044 -0.13576
H 3.70475 -1.51818 -0.67418
H 2.89210 -0.59934 0.21308
O 2.88873 0.85652 1.17281
H 2.44091 0.60232 1.97971
H 2.96847 1.80854 1.23230
O -0.10547 0.26821 -3.76760
H 0.57168 0.02053 -4.39717
H 0.07790 1.18590 -3.56653
O -1.89285 -0.92756 2.27406
H -1.15060 -0.32502 2.22659
H -1.88648 -1.38298 1.43217
*
```

Molecular weight ... 220.18 u
LUMO energy ... -0.76 eV

These are the Löwdin partial charges, in e, on atoms 1 to 2: 0.225 -0.066

=====

3 | This record from the OMol25 dataset describes H24HeO12 as an isolated structure. The level of theory is ωB97M-V/def2-TZVPD.

ORCA input file:
```
! RIJCOSX wB97M-V def2-TZVPD def2/J DEFGRID3
* xyz 0 1
He 0.29530 0.33109 0.38413
O -2.61003 -0.96420 -2.12350
H -2.45996 -1.82671 -2.51054
H -2.77235 -1.14184 -1.19705
O -0.20457 -0.84706 2.78964
H -0.22836 -1.32738 1.96202
H 0.41578 -1.33410 3.33203
O -3.67238 -0.86125 0.60217
H -4.47356 -1.36479 0.74630
H -2.96528 -1.46505 0.82946
O -2.30480 2.72027 -0.71833
H -2.70237 3.14387 0.04241
H -1.37441 2.66134 -0.50126
O 2.46324 0.17373 2.30116
H 1.51304 0.08181 2.37117
H 2.59217 0.79246 1.58228
O 2.50535 -1.19627 -2.68812
H 1.68256 -0.73903 -2.86185
H 2.64651 -1.73931 -3.46362
O 0.45186 2.75252 -0.75094
H 1.18253 2.32428 -0.30489
H 0.86134 3.43867 -1.27797
O 2.43606 -2.83048 -0.21877
H 1.62763 -2.52023 0.18919
H 2.48338 -2.35614 -1.04882
O -1.29768 2.50621 3.07571
H -0.73229 1.99174 3.65182
H -0.70360 3.11673 2.63918
O -0.86546 -2.35810 0.56832
H -0.80821 -3.12790 1.13432
H -1.08223 -2.71046 -0.29486
O 0.05470 0.11491 -2.18411
H -0.70733 -0.31168 -1.79226
H -0.28420 0.94016 -2.53100
O 2.71890 1.31952 -0.32041
H 3.35158 2.01198 -0.51135
H 2.96717 0.60068 -0.90166
*
```

Molecular weight ... 220.18 u
LUMO energy ... -0.23 eV

These are the Löwdin partial charges, in e, on atoms 1 to 2: 0.215 -0.034

=====

Which structure loses on stability? 3 does.

=====

1 | This record from the OMol25 dataset describes an isolated ion of composition C4H7O2 and charge -1. The level of theory is ωB97M-V/def2-TZVPD.

ORCA input file:
```
! RIJCOSX wB97M-V def2-TZVPD def2/J DEFGRID3
* xyz -1 1
O 2.36438 0.27046 -0.78351
C 1.48599 0.69380 -0.01828
C 0.18362 1.19024 -0.33014
C -1.03612 0.37557 0.15975
C -0.71757 -1.11053 0.37335
O -0.08977 -1.69719 -0.76435
H 1.85959 0.76883 1.04879
H 0.14411 2.13320 -0.85854
H -1.72565 0.52453 -0.64436
H -1.30562 0.73738 1.16017
H -1.70705 -1.56650 0.42924
H -0.07343 -1.23712 1.24472
H 0.61752 -1.08268 -1.01684
*
```

Molecular weight ... 87.10 u
SMILES ... [O-]/C=C/CCO
LUMO energy ... 4.42 eV

These are the Löwdin partial charges, in e, on atoms 1 to 2: -0.107 -0.485

=====

2 | This record from the OMol25 dataset describes an isolated ion of composition C4H7O2 and charge -1. The level of theory is ωB97M-V/def2-TZVPD.

ORCA input file:
```
! RIJCOSX wB97M-V def2-TZVPD def2/J DEFGRID3
* xyz -1 1
C 0.40858 -0.54603 2.26812
C -0.71089 -0.40667 1.28749
C -0.40987 -0.79545 -0.24004
C 0.16381 0.38982 -1.10583
O 0.00847 0.17315 -2.34854
O 0.59647 1.37686 -0.48665
H 0.65226 -1.69861 2.50616
H 1.21384 0.12947 1.80338
H 0.34176 -0.02240 3.34102
H -1.66704 -0.58386 1.57704
H -1.00326 0.67507 1.29932
H 0.32267 -1.58642 -0.40721
H -1.40950 -1.16327 -0.69667
*
```

Molecular weight ... 87.10 u
SMILES ... CCCC(=O)[O-]
LUMO energy ... 4.18 eV

These are the Löwdin partial charges, in e, on atoms 1 to 2: -0.176 -0.321

=====

Which structure loses on stability? 1 does.

=====

1 | This record from the OMol25 dataset describes a 2-piece molecular cluster, C3H2F2O2 overall. The level of theory is ωB97M-V/def2-TZVPD.

ORCA input file:
```
! RIJCOSX wB97M-V def2-TZVPD def2/J DEFGRID3
* xyz 0 1
O -2.35542 -2.11958 0.04718
C -1.89233 -1.08670 -0.19710
C -1.50923 0.12130 -0.49493
F -0.27413 0.41954 -0.98726
H -2.11815 0.98799 -0.31547
O 0.59693 -1.50073 0.90745
C 1.51243 -1.23302 0.22341
F 1.72302 -1.83864 -0.95127
H 2.31060 -0.50013 0.39750
*
```

Molecular weight ... 108.04 u
SMILES ... O=C=CF.O=CF
LUMO energy ... 0.18 eV

These are the Löwdin partial charges, in e, on atoms 1 to 2: 0.202 -0.178

=====

2 | This record from the OMol25 dataset describes a 2-piece molecular cluster, C3H2F2O2 overall. The level of theory is ωB97M-V/def2-TZVPD.

ORCA input file:
```
! RIJCOSX wB97M-V def2-TZVPD def2/J DEFGRID3
* xyz 0 1
F 0.84251 -0.86756 -0.65866
C 0.48168 -0.46276 0.61682
C -0.34742 -1.22765 1.33329
F -0.76322 -0.79687 2.48345
H 0.93508 0.42379 0.97861
H -0.89873 -1.99860 1.00534
O -0.97447 1.02543 -2.26365
C -0.05609 1.66290 -2.01196
O 0.78065 2.24132 -1.48325
*
```

Molecular weight ... 108.04 u
SMILES ... F/C=C/F.O=C=O
LUMO energy ... 0.54 eV

These are the Löwdin partial charges, in e, on atoms 1 to 2: -0.019 -0.068

=====

Which structure loses on stability? 1 does.